1.
Density functional theory data (ωB97M-V/def2-TZVPD) for C20H20N4O2 in the gas phase.

Results
- HOMO-LUMO gap: 9.2 eV
- Lowest unoccupied orbital energy: 0.6 eV
- SMILES: CC(=O)Nc1cccc(C(=O)N[C@@H](C)c2ccc(-n3ccnc3)cc2)c1
- Electronic energy: -31121.394 eV
- Multiplicity: 1
- Charge: 0
- Relative energy (zero: lowest compared OMol25 entry of this formula, charge and spin): 0.225 eV

Each line ends with the Mulliken charge.
Atoms and positions in Å:
C -3.85873 -1.86110 0.87073  -1.57
C -2.37718 -1.56697 0.87003  0.88
O -1.88397 -0.64847 1.48286  -0.55
N -1.66790 -2.43617 0.08331  -0.09
C -0.29543 -2.47552 -0.16739  0.62
C 0.61143 -1.65369 0.49174  -0.30
C 1.96198 -1.70441 0.16979  -0.02
C 2.42658 -2.59482 -0.78835  -0.52
C 1.52790 -3.44438 -1.41237  -0.74
C 0.17895 -3.37983 -1.11835  -0.72
H -0.51536 -4.03376 -1.62784  0.37
H 1.87928 -4.15553 -2.14521  0.39
H 3.47860 -2.63772 -1.02812  0.52
C 2.80110 -0.65036 0.81931  0.26
O 2.84027 -0.45932 2.01260  -0.62
N 3.43780 0.16548 -0.08675  -0.21
H 3.26719 -0.05956 -1.05878  0.40
C 3.41249 1.60705 0.18196  -0.15
C 1.95040 1.97262 0.01155  0.57
C 1.12823 2.05144 1.13019  -0.90
C -0.24760 2.01919 1.00523  -0.17
C -0.82481 1.90606 -0.25415  0.49
C -0.01412 1.91988 -1.38459  -0.65
C 1.35917 1.94438 -1.24742  -0.55
H 1.97195 1.90996 -2.13659  0.28
H -0.45981 1.88158 -2.36747  0.56
N -2.20254 1.70623 -0.39222  0.21
C -2.79347 0.86033 -1.27595  -0.18
N -4.08194 0.78386 -1.10192  -0.69
C -4.35880 1.61946 -0.06289  -0.71
C -3.20940 2.18780 0.39859  -0.17
H -3.03274 2.89188 1.18431  0.45
H -5.36418 1.75081 0.28326  0.42
H -2.24230 0.30085 -2.00595  0.40
H -0.87261 2.00421 1.88332  0.36
H 1.57078 2.07843 2.11412  0.29
C 4.38792 2.34330 -0.72114  -1.55
H 4.32950 3.41131 -0.52881  0.38
H 5.40140 2.00461 -0.52301  0.43
H 4.16612 2.16693 -1.77083  0.27
H 3.70284 1.73373 1.22871  0.52
H 0.27041 -0.95980 1.24152  0.68
H -2.20685 -3.12578 -0.42262  0.19
H -4.05835 -2.92938 0.88905  0.48
H -4.31269 -1.38681 1.73608  0.34
H -4.30097 -1.42372 -0.02473  0.34

Cartesian forces, eV/Å:
-0.02 0.14 0.09
-0.49 -0.20 -0.06
0.16 0.17 0.19
-0.09 -0.39 -0.28
0.40 0.09 -0.04
0.02 0.08 0.14
-0.27 -0.28 -0.04
0.13 0.12 0.11
-0.05 0.00 -0.03
-0.04 0.04 0.05
-0.07 -0.07 -0.06
0.02 -0.06 -0.05
0.11 -0.01 -0.05
0.23 -0.19 -0.33
-0.17 0.11 0.19
0.58 -0.12 -0.12
-0.15 -0.01 0.14
0.02 0.11 0.09
-0.04 0.15 0.13
0.09 0.14 -0.13
-0.24 -0.02 -0.19
0.79 0.09 0.15
-0.15 -0.01 0.05
0.03 0.08 0.12
0.07 -0.02 -0.10
-0.06 0.02 -0.07
-0.46 0.01 -0.15
0.00 -0.16 -0.15
-0.18 -0.27 -0.43
0.12 0.17 0.23
-0.29 0.15 0.17
0.09 0.13 0.15
-0.16 0.11 0.15
0.24 -0.07 -0.10
-0.08 -0.05 0.10
0.06 -0.05 0.10
-0.13 -0.12 0.23
0.01 0.10 -0.04
0.09 -0.03 -0.01
0.00 0.02 -0.15
-0.07 0.03 -0.16
-0.02 0.04 0.01
0.02 0.16 0.17
-0.03 -0.11 0.00
0.02 0.00 0.02
-0.02 -0.02 -0.03

2.
Density functional theory data (ωB97M-V/def2-TZVPD) for 2 unconnected molecules or ions with the total composition C5H14NO2 in a non-equilibrium geometry.

Results
- HOMO-LUMO gap (alpha / beta): 7.5 / 3.2 eV
- Lowest unoccupied orbital energy (alpha / beta): -9.2 / -13.5 eV
- Electronic energy: -10974.690 eV
- Multiplicity: 2
- Charge: +2
- Relative energy (zero: lowest compared OMol25 entry of this formula, charge and spin): 2.123 eV

Each line ends with the Mulliken charge.
Atoms and positions in Å:
C 0.89982 -1.68118 -0.34513  -0.50
O 0.45347 -0.48241 -0.92161  -0.51
C -0.21210 -2.04029 0.61942  -0.37
C -0.35529 -0.91701 1.72601  -0.86
C -1.00503 0.27091 1.12875  0.68
C -2.31742 0.59796 1.28559  -0.75
N -0.03305 1.25241 0.70787  -0.38
H 1.09907 -2.60346 -1.01687  0.38
H 1.84675 -1.43966 0.08460  0.33
H 0.45185 -0.43350 -1.91710  0.32
H -0.10898 -3.07893 1.24950  0.40
H -1.18168 -2.11195 0.07194  0.34
H -0.83186 -1.44870 2.53687  0.47
H 0.57765 -0.76730 2.10584  0.40
H -2.93188 -0.19338 1.69706  0.34
H -2.84107 1.50298 1.03538  0.34
H 0.43507 1.86012 1.49707  0.45
H -0.43450 1.83960 -0.06912  0.42
H 0.94797 0.89070 0.20416  0.48
H 2.26498 2.80709 -4.54806  0.32
H 1.46949 3.49638 -3.38551  0.32
O 1.80673 2.67965 -3.74667  -0.63

Cartesian forces, eV/Å:
0.07 -1.77 -0.71
-0.23 0.65 -2.69
-0.92 -3.45 1.12
-2.38 -0.14 -0.89
3.00 -1.11 1.79
-1.30 -0.91 -0.19
3.58 2.59 -1.10
-0.67 1.63 0.51
0.64 -0.27 0.90
0.11 -0.42 1.15
0.07 2.54 -1.73
0.80 -0.14 0.24
-1.16 0.22 0.11
2.87 1.06 0.70
-0.19 -0.03 0.02
0.24 0.56 -0.13
-1.78 -0.91 -1.26
0.50 -0.02 1.08
-3.19 -0.07 0.99
0.71 0.70 -1.37
0.22 0.50 -0.52
-1.00 -1.23 1.99

3.
Density functional theory data (ωB97M-V/def2-TZVPD) for C20H20N2O in the gas phase in a non-equilibrium geometry.

Results
- HOMO-LUMO gap: 8.9 eV
- Lowest unoccupied orbital energy: 0.7 eV
- SMILES: O=C1N2CN3C[C@@](c4ccccc4)(C2)C[C@]1(c1ccccc1)C3
- Electronic energy: -26089.939 eV
- Multiplicity: 1
- Charge: 0
- Relative energy (zero: lowest compared OMol25 entry of this formula, charge and spin): 2.597 eV

Each line ends with the Mulliken charge.
Atoms and positions in Å:
O 2.48693 -1.97320 0.98484  -0.59
C 1.44756 -1.54940 0.47824  -0.38
C 4.88899 2.07772 0.18341  -0.34
C -4.99306 1.29662 1.17239  -0.34
C 4.12144 1.75952 1.31434  -0.86
C 4.47436 1.76862 -1.05671  -0.70
C -3.79436 1.85757 1.86029  -0.86
C -4.97511 0.19275 0.37725  -0.99
C 2.99347 0.97950 1.08597  -0.18
C 3.29467 1.06951 -1.29185  -0.45
C -2.55251 1.19663 1.55548  -0.02
C -3.73360 -0.32586 0.11266  -0.18
C 2.53417 0.63114 -0.16519  -1.08
C -2.53864 0.18888 0.57195  -0.69
N 0.28631 -2.37378 0.31890  0.14
N -0.09605 -1.59771 -1.85571  0.12
C 0.16154 -2.79274 -1.08220  -0.65
C 1.13884 -0.71389 -1.80831  -1.57
C -0.94952 -1.77574 0.88432  -0.68
C -1.32177 -0.93492 -1.51594  -1.34
C 0.03554 0.41266 -0.00940  -1.60
C 1.33778 -0.25720 -0.33593  3.70
C -1.24452 -0.52674 -0.00462  2.72
H 5.68191 2.87571 0.20795  0.26
H -5.94347 1.81095 1.19974  0.35
H 4.37782 2.09892 2.32922  0.35
H 4.96363 2.28733 -1.85510  0.35
H -3.76677 2.46054 2.80191  0.31
H -5.87997 -0.22548 0.00548  0.46
H 2.58112 0.64664 2.01279  0.39
H 3.15283 0.70294 -2.30433  0.38
H -1.55777 1.53102 2.02332  0.23
H -3.75755 -1.10992 -0.60490  0.19
H 1.03452 -3.33822 -1.52888  0.31
H -0.69496 -3.49811 -1.11532  0.33
H 0.91360 0.19593 -2.42552  0.44
H 1.97390 -1.38811 -2.12478  0.33
H -0.80140 -1.52929 2.01443  0.31
H -1.83419 -2.49142 0.98866  0.25
H -2.15736 -1.59055 -1.58086  0.61
H -1.47649 -0.02828 -2.08036  0.23
H 0.23818 0.79136 1.00555  0.53
H -0.05007 1.18809 -0.74316  0.23

Cartesian forces, eV/Å:
-2.25 0.98 -0.78
2.06 -1.17 -0.13
0.84 2.73 2.18
1.03 2.59 1.97
0.49 -0.17 -0.99
-1.21 0.05 -1.37
0.21 -3.04 -0.64
1.06 0.81 0.89
0.77 0.66 1.24
0.14 -1.07 1.23
-0.16 1.19 0.16
0.08 -0.44 -0.81
0.91 0.11 -1.78
1.27 -0.66 -0.63
0.32 -1.57 1.76
1.47 0.11 -2.03
-0.88 0.23 -0.08
-1.45 -1.46 0.14
0.07 0.35 0.64
0.25 0.19 2.42
-0.81 -0.31 2.35
0.40 -1.05 -0.44
0.00 1.50 1.11
-0.48 -1.24 0.48
-0.06 0.21 0.76
-0.03 -0.33 -0.63
0.42 -0.38 -0.66
-0.64 0.02 -1.45
-0.44 -0.18 -0.44
-1.05 -0.43 0.15
-0.60 0.33 0.15
-1.80 -0.47 -0.64
0.43 -0.76 -0.36
-0.45 0.64 0.94
0.33 0.48 -0.17
0.65 -0.96 0.24
-0.49 1.03 -0.24
0.16 0.01 -1.98
1.23 0.60 -0.87
-0.54 -0.74 -0.81
-0.07 0.15 -0.48
-0.66 0.55 -0.30
-0.55 0.90 -0.08

4.
Density functional theory data (ωB97M-V/def2-TZVPD) for a molecular structure, C30H49Cl4FIO16Sn2 in a non-equilibrium geometry.

Results
- HOMO-LUMO gap: 7.2 eV
- Lowest unoccupied orbital energy: 1.5 eV
- Electronic energy: -137238.385 eV
- Multiplicity: 1
- Charge: -1

Each line ends with the Mulliken charge.
Atoms and positions in Å:
Sn -0.37791 -0.14729 -3.71712  1.27
Sn 2.05980 2.35387 -2.60850  0.86
C 2.98514 -0.04233 -5.67768  1.06
O 2.57320 1.16841 -4.03518  -0.68
O 1.95394 -0.81535 -5.50031  -0.64
O 4.16411 0.35996 -6.05924  -0.57
C -0.78249 2.67780 -4.26406  0.41
O 0.03491 3.61265 -4.72769  -0.68
O -0.98264 2.27598 -2.84594  -0.48
O -1.51488 1.91836 -5.04191  -0.74
I 0.53389 0.20846 -0.06681  -0.57
O -2.12857 6.13545 0.95221  -0.62
C -2.18261 4.96605 0.69768  0.40
O -3.34514 4.24237 0.78497  0.00
C -4.52846 4.96870 1.22156  -0.34
C -5.65007 3.95534 1.03897  -0.93
C -1.11020 3.96951 0.30685  0.01
H -4.60092 5.79807 0.49941  0.33
H -4.55180 5.35916 2.23740  0.31
H -5.50631 3.65011 -0.00273  0.21
H -6.63611 4.38726 1.22206  0.41
H -5.41343 3.03821 1.65477  0.14
H -1.18679 3.78504 -0.77081  0.06
H -1.22733 3.01549 0.81782  -0.23
H -0.10915 4.35317 0.52660  0.28
O -3.00780 -0.90323 -2.40919  -0.60
C -3.52773 -0.27757 -1.53961  0.45
O -4.52914 -0.75198 -0.80634  -0.31
C -5.08415 -2.04181 -1.23179  0.01
C -5.84832 -1.96008 -2.47771  -1.38
C -3.11589 1.06415 -0.97229  0.93
H -5.79323 -2.31421 -0.47376  0.45
H -4.31839 -2.81665 -1.29999  0.08
H -5.15140 -1.83128 -3.29378  0.31
H -6.56164 -1.15309 -2.47842  0.32
H -6.38713 -2.91009 -2.58549  0.41
H -2.25789 1.41104 -1.55636  -0.65
H -2.80518 0.97439 0.06993  0.00
H -3.91140 1.83779 -1.02725  0.10
O 0.24537 -2.67929 -2.69104  -0.47
C 0.65074 -3.56583 -1.97729  0.67
O 1.90058 -3.68171 -1.61315  -0.24
C 2.78782 -2.60030 -2.00490  0.57
C 4.14640 -3.03764 -1.65485  -1.07
C -0.11208 -4.71454 -1.37099  -0.96
H 2.52147 -1.74280 -1.38420  -0.08
H 2.67318 -2.43003 -3.08832  0.16
H 4.42802 -3.97388 -2.11404  0.38
H 4.27884 -3.13730 -0.57838  0.19
H 4.81574 -2.24627 -2.02708  0.10
H 0.29963 -5.65833 -1.76797  0.36
H -1.16390 -4.62325 -1.67219  0.22
H -0.07722 -4.81473 -0.30825  0.14
O 4.73110 1.59022 -1.56843  -0.46
C 5.53216 0.75543 -1.29399  0.74
O 6.05760 -0.05552 -2.15093  -0.35
C 5.51441 0.10139 -3.50372  0.30
C 6.27026 -0.88691 -4.35553  -1.33
C 6.13731 0.55140 0.11095  -1.17
H 5.55245 1.14361 -3.83678  0.51
H 4.48693 -0.21010 -3.39806  -0.18
H 6.12661 -1.90443 -4.00820  0.24
H 7.34361 -0.69524 -4.39245  0.35
H 5.96167 -0.88175 -5.39390  0.40
H 5.63183 1.10846 0.88291  0.24
H 7.15572 0.93929 0.20381  0.34
H 6.22787 -0.47955 0.40248  0.38
O 0.70822 5.03615 3.48612  -0.55
C 0.79176 4.16289 4.31140  0.89
O 1.35393 2.97542 4.07901  -0.42
C 1.83458 2.79500 2.70308  0.74
C 2.92227 1.85198 2.84657  -1.30
C 0.26655 4.19233 5.74998  -1.08
H 2.21886 3.74050 2.34330  0.46
H 1.02236 2.43660 2.06831  -0.43
H 3.38221 1.59305 1.88530  0.13
H 2.70674 0.93724 3.39754  0.29
H 3.76249 2.29046 3.41749  0.40
H 0.97939 3.81681 6.46888  0.31
H -0.60905 3.54738 5.75637  0.23
H -0.06560 5.19246 6.02570  0.35
F -3.01080 -6.67068 1.88973  -0.36
C -2.85731 -5.34717 2.10001  0.40
C -2.73232 -4.89780 3.42219  -0.70
C -2.47389 -3.57372 3.58034  -0.08
C -2.37194 -2.69117 2.49531  -0.62
C -2.59509 -3.17127 1.22772  0.24
C -2.86242 -4.49990 1.02826  -0.69
H -2.73019 -5.61945 4.24806  0.40
H -2.37383 -3.11643 4.56114  0.35
H -2.12063 -1.63413 2.67056  0.21
H -2.65432 -2.48316 0.38733  0.34
H -3.02129 -4.84120 0.01525  0.47
C 1.15236 -3.28896 2.12731  0.66
Cl 2.64699 -4.26594 1.83921  -0.20
Cl 1.14659 -2.68614 3.82071  -0.16
H 1.15694 -2.40141 1.50423  -0.27
H 0.37632 -4.02175 1.93723  -0.15
C -1.13245 1.00116 3.62778  1.06
Cl -2.63909 1.89016 3.24178  -0.15
Cl -1.28423 0.00408 5.12813  -0.22
H -0.88981 0.38261 2.77584  -0.33
H -0.29927 1.67177 3.82706  -0.56

Cartesian forces, eV/Å:
-0.79 2.85 0.39
-0.31 -0.06 -0.83
1.30 -1.29 0.45
-0.86 -0.11 0.39
6.29 4.32 -1.92
-8.38 -2.78 2.00
0.34 0.60 -0.60
-2.67 -3.46 3.13
2.84 -0.01 -3.59
1.79 -0.13 1.21
0.06 -0.20 -0.41
0.22 0.01 -0.22
-0.32 -1.38 0.50
-0.23 0.77 1.01
-0.23 -0.16 -1.26
1.18 -0.66 -0.16
0.55 0.74 -0.24
-0.36 -0.04 0.54
0.87 -0.03 0.09
-0.71 -0.18 0.06
0.11 -0.26 0.03
-0.59 1.03 -0.41
0.06 -0.10 0.06
-0.26 0.09 -0.01
-0.24 0.13 -0.08
1.12 -0.78 -1.71
-0.17 1.80 2.40
-1.11 -1.49 -0.22
0.38 0.43 1.15
-0.11 -0.39 -1.30
0.33 0.46 -0.84
0.07 -0.01 0.91
0.20 0.27 0.12
-0.14 0.02 -0.51
-0.29 0.32 0.07
0.05 0.20 -0.22
-0.24 0.17 0.18
-0.18 -0.22 -0.02
0.31 -0.70 -0.03
-0.63 0.00 -0.21
0.02 -0.41 0.76
0.84 0.26 0.09
-0.71 -0.24 -0.14
1.36 0.46 0.08
-1.16 -0.42 -1.57
-0.24 0.24 -0.50
-0.08 0.22 0.50
0.03 -0.28 -0.26
-0.02 0.05 0.04
0.10 -0.36 0.27
-0.17 0.39 0.02
0.27 -0.15 0.06
0.33 0.43 0.72
-1.44 1.37 -0.06
1.34 -0.11 2.62
0.76 -0.67 -1.34
0.24 -0.87 -0.02
0.57 -0.05 -0.44
0.32 0.57 -0.15
0.07 -0.33 0.18
-0.47 0.33 -0.33
-0.01 -0.16 0.27
0.06 0.11 0.31
-0.35 0.24 -0.02
-0.73 0.05 -0.01
0.08 0.02 -0.68
-0.27 -0.55 -0.10
-0.16 -0.06 0.44
-0.22 0.45 0.78
-0.05 0.09 -0.76
-0.70 0.58 0.62
2.85 -1.36 0.10
-0.35 0.49 -0.82
-0.28 0.23 -0.17
-0.03 0.11 0.07
-0.41 -0.12 0.00
-0.47 -0.12 -0.27
-0.39 0.14 -0.11
0.26 -0.16 0.02
-0.10 -0.18 0.14
0.15 -0.02 -0.13
-0.12 -0.17 -0.04
-0.17 -0.28 0.91
0.26 -1.45 -0.73
0.21 1.97 0.45
0.11 0.31 0.60
-0.22 1.27 -0.21
0.08 -0.54 -0.71
-0.16 0.39 -0.38
0.13 -0.34 0.03
-0.27 -0.62 -0.10
0.32 -0.09 0.08
-0.08 -0.37 0.08
0.94 -0.36 0.60
-0.21 0.42 -0.04
-0.26 -0.30 -0.56
-0.10 -0.16 -0.29
-0.43 0.51 0.26
-0.07 0.05 0.45
0.62 -0.23 0.21
-0.09 0.24 -0.61
-0.07 -0.34 -0.04
-0.44 0.13 -0.05